# 1
{"formula": "C3H5N3S2", "method": "wB97M-V/def2-TZVPD", "elements": ["C", "C", "C", "H", "H", "H", "H", "H", "N", "N", "N", "S", "S"], "coordinates": [[-2.0668, 0.1779, -0.4869], [0.1842, -0.0505, -0.5037], [2.4260, -0.2426, 0.5367], [-1.6859, 0.1010, 0.8560], [-3.1909, -0.5410, -0.6697], [-2.3270, 1.3853, -1.2157], [-1.2659, -1.4947, -1.1728], [1.5401, 1.3579, 1.8159], [-0.9231, -0.3537, -1.2522], [0.2935, 0.6835, 0.4602], [1.4125, 0.6305, 1.0669], [3.9444, -0.5328, 1.3211], [1.6586, -1.1208, -0.7557]], "forces_ev_per_angstrom": [[-3.49, 1.31, -0.18], [1.79, -4.84, -3.31], [0.47, 0.38, 2.81], [-1.89, 0.94, -4.30], [3.77, 2.30, 0.47], [0.58, -3.41, 3.33], [2.44, 3.78, -0.57], [0.48, -1.48, -1.16], [-3.60, -4.02, 1.15], [-2.95, 2.87, 1.24], [5.04, 0.10, 1.65], [-2.35, 0.62, -1.51], [-0.29, 1.43, 0.39]], "e_above_lowest_ev": 5.227, "e_homo_ev": -8.32, "homo_lumo_gap_ev": 8.209, "lumo_ev": -0.1}

# 2
{"formula": "C3H5N3S2", "method": "wB97M-V/def2-TZVPD", "elements": ["S", "N", "C", "C", "N", "S", "C", "N", "H", "H", "H", "H", "H"], "coordinates": [[2.8760, -0.7838, -0.0018], [2.0558, 0.7111, -0.0009], [0.7851, 0.6528, -0.0062], [-0.0931, -0.5975, 0.0005], [-1.4143, 0.0266, 0.0421], [-2.8883, -0.7685, -0.0975], [-1.2306, 1.3925, 0.0211], [-0.0142, 1.8056, -0.0088], [4.1135, -0.2636, -0.0049], [0.0854, -1.2210, 0.9150], [0.0460, -1.2114, -0.8666], [-3.1296, -0.9971, 1.2173], [-2.0771, 2.0415, 0.0080]], "forces_ev_per_angstrom": [[-0.10, 0.17, 0.00], [-0.08, -0.12, -0.03], [0.47, -0.38, -0.01], [-0.18, 0.34, 1.39], [-0.01, 0.11, -0.10], [0.06, 0.03, 0.22], [0.69, -0.52, -0.12], [-0.26, -0.01, 0.07], [-0.17, 0.03, 0.00], [-0.05, 0.44, -0.67], [0.09, -0.39, -0.60], [0.05, 0.02, -0.19], [-0.51, 0.28, 0.04]], "e_above_lowest_ev": 1.159, "e_homo_ev": -8.37, "homo_lumo_gap_ev": 8.819, "lumo_ev": 0.5, "smiles": "S/N=C1\\CN(S)C=N1"}

# 3
{"formula": "C3H5N3S2", "method": "wB97M-V/def2-TZVPD", "elements": ["C", "N", "C", "N", "N", "C", "S", "S", "H", "H", "H", "H", "H"], "coordinates": [[-1.4491, 0.5855, -0.2013], [-0.1926, -0.0439, -0.5139], [0.2302, -0.3991, -1.7601], [1.2970, -1.2082, -1.7089], [1.5008, -1.5186, -0.4120], [0.6656, -0.9124, 0.3154], [0.4427, -0.9059, 2.0416], [0.8945, 1.1024, 2.4982], [-1.5076, 0.4795, 0.8597], [-1.5955, 1.6701, -0.3253], [-2.2397, 0.1418, -0.8460], [-0.1619, -0.0310, -2.6634], [2.1157, 1.0398, 2.7161]], "forces_ev_per_angstrom": [[-0.68, 0.26, -0.44], [1.72, -2.06, -0.77], [2.14, -0.56, 1.65], [-1.75, 0.60, -0.92], [1.38, -0.79, -0.15], [-2.90, 3.09, -0.06], [0.51, 0.51, 0.38], [-3.67, -0.25, -0.64], [-1.04, -0.58, 0.67], [1.11, -0.14, -0.46], [0.25, -0.08, 1.07], [-0.46, 0.48, -0.82], [3.39, -0.48, 0.50]], "e_above_lowest_ev": 1.217, "e_homo_ev": -9.49, "homo_lumo_gap_ev": 9.320, "lumo_ev": -0.2, "smiles": "Cn1cnnc1SS"}

# 4
{"formula": "C3H5N4S3", "method": "wB97M-V/def2-TZVPD", "elements": ["C", "C", "C", "N", "N", "N", "N", "S", "S", "S", "H", "H", "H", "H", "H"], "coordinates": [[0.6260, -1.7690, 1.1652], [-2.1469, 0.7419, 0.4642], [0.2650, -1.0470, -1.2317], [1.0135, -0.6018, 0.9480], [-1.1676, -1.0203, -1.1155], [-1.9285, -0.3831, -0.3860], [1.0591, -0.2502, -0.3815], [-3.4561, -0.5370, 0.3102], [0.2914, -2.7017, -0.4163], [1.3145, 1.4414, -0.8195], [0.4130, -2.0945, 2.1759], [-2.3664, 1.6217, -0.1734], [-1.5660, 0.6476, 1.2496], [0.3602, -1.1376, -2.2706], [2.4164, 1.2634, -1.4435]], "forces_ev_per_angstrom": [[-0.58, -1.21, -1.51], [-2.41, 0.29, -4.35], [-0.34, -0.83, 2.63], [0.01, 1.76, -0.09], [-3.33, 0.10, -0.02], [1.17, -0.86, -1.15], [0.68, 1.46, -0.96], [-0.16, 0.07, -0.16], [0.61, 0.23, 1.40], [-1.97, -0.86, 1.40], [0.27, -0.51, -0.23], [0.45, -0.17, 1.13], [2.51, 0.63, 4.22], [1.34, 0.24, -1.45], [1.74, -0.34, -0.86]], "charge": 1, "e_above_lowest_ev": 5.618, "e_homo_ev": [-13.21, -13.21], "homo_lumo_gap_ev": [7.879, 7.880], "lumo_ev": [-5.3, -5.3]}

# 5
{"formula": "C3H5N5", "method": "wB97M-V/def2-TZVPD", "elements": ["H", "N", "C", "N", "N", "C", "N", "C", "N", "H", "H", "H", "H"], "coordinates": [[2.2594, -1.1104, -0.8106], [2.3211, -0.0835, -0.9627], [1.3508, 0.5791, -0.5134], [0.2461, 0.0743, 0.2333], [-0.5021, 1.0694, 0.9558], [-1.7770, 0.5172, 0.9587], [-1.9346, -0.5278, 0.2333], [-0.6791, -0.8344, -0.3550], [-0.5057, -1.7349, -1.2436], [0.5108, -1.7532, -1.4483], [1.3113, 1.6760, -0.5615], [-0.0977, 1.1229, 1.9091], [-2.5031, 1.0053, 1.6049]], "forces_ev_per_angstrom": [[-0.02, 0.95, 0.14], [-0.19, -0.60, -0.35], [-0.16, 0.16, 0.94], [0.47, 0.39, -0.49], [1.05, -0.89, 0.26], [0.16, -0.56, -0.12], [-0.36, 0.46, 0.12], [-0.76, -0.23, -0.03], [0.99, 0.90, 0.91], [-0.84, -0.20, -0.22], [0.23, -0.32, -0.19], [-0.42, 0.25, -0.68], [-0.15, -0.30, -0.30]], "e_above_lowest_ev": 2.063, "e_homo_ev": -9.34, "homo_lumo_gap_ev": 9.961, "lumo_ev": 0.6, "smiles": "[H]/N=C\\n1[nH]cn/c1=N/[H]"}

# 6
{"formula": "C3H5N5", "method": "wB97M-V/def2-TZVPD", "elements": ["H", "N", "C", "C", "C", "N", "N", "N", "N", "H", "H", "H", "H"], "coordinates": [[1.4547, 1.3982, -1.4741], [0.8928, 0.6030, -1.7358], [0.0801, 0.2410, -0.7968], [-0.8877, -0.9604, -0.9443], [-1.2168, -1.6677, 0.2157], [-0.7553, -1.2845, 1.5085], [-0.2562, -0.1184, 1.6996], [0.3122, 0.4672, 0.6699], [0.7845, 1.8317, 0.5575], [-0.8851, -1.5953, -1.7707], [-1.7714, -2.5215, -0.0009], [1.9957, 1.5878, 0.5373], [0.2527, 2.0189, 1.5343]], "forces_ev_per_angstrom": [[0.27, 0.09, 0.09], [-2.26, -0.02, 1.09], [0.31, -5.03, -0.24], [2.10, 0.91, 3.98], [3.16, 4.06, -1.40], [-2.52, 0.26, -0.06], [1.05, -1.02, -0.51], [-1.20, 0.97, -6.23], [1.89, -1.58, 5.16], [-0.70, 0.06, -2.11], [-0.69, -1.69, 0.90], [-4.32, 1.70, 1.15], [2.93, 1.29, -1.84]], "e_above_lowest_ev": 6.783, "e_homo_ev": -8.81, "homo_lumo_gap_ev": 8.475, "lumo_ev": -0.3, "smiles": "[H]/N=c1/ccnnn1N"}

# 7
{"formula": "C3H5N5", "method": "wB97M-V/def2-TZVPD", "elements": ["C", "C", "N", "N", "C", "N", "N", "N", "H", "H", "H", "H", "H"], "coordinates": [[-2.8098, 0.0735, 0.1656], [-1.2679, -0.0989, -0.0338], [-0.5679, -1.2226, -0.0973], [0.6795, -1.1206, -0.1197], [1.3005, -0.0839, -0.0166], [2.6467, 0.0328, 0.1978], [0.6578, 1.2211, -0.0113], [-0.5771, 1.1232, -0.2459], [-3.0958, -0.0923, 1.2647], [-3.2829, -0.8635, -0.4303], [-3.2648, 1.1577, 0.0921], [3.1429, 0.9288, -0.0146], [3.2916, -0.7117, 0.3310]], "forces_ev_per_angstrom": [[-0.52, -1.61, 0.58], [0.54, 1.87, -0.82], [-6.40, 0.54, 0.77], [2.64, -5.84, -1.07], [2.76, 7.68, 1.77], [0.98, 1.70, -0.43], [1.05, -2.52, -1.56], [-2.08, 0.16, 1.66], [0.81, -0.34, -1.35], [0.53, 2.71, 1.22], [1.31, -2.27, -1.02], [-1.34, -1.20, 0.34], [-0.29, -0.88, -0.08]], "e_above_lowest_ev": 3.855, "e_homo_ev": -8.40, "homo_lumo_gap_ev": 8.335, "lumo_ev": -0.1, "smiles": "Cc1nnc(N)nn1"}

# 8
{"formula": "C3H5N5", "method": "wB97M-V/def2-TZVPD", "elements": ["N", "N", "C", "N", "C", "N", "C", "N", "H", "H", "H", "H", "H"], "coordinates": [[0.8716, 1.6960, 2.1821], [0.2655, 1.3066, 0.9745], [0.4302, 0.0574, 0.7738], [-0.2492, -0.3501, -0.3900], [-0.1380, -1.6193, -0.9063], [-0.6154, -1.5961, -2.1291], [-0.9671, -0.3434, -2.3581], [-0.8144, 0.4702, -1.2966], [0.6349, 2.5732, 2.5915], [0.6720, 1.0071, 2.9107], [0.8264, -0.6584, 1.4337], [0.4926, -2.4909, -0.5017], [-1.4091, -0.0524, -3.2843]], "forces_ev_per_angstrom": [[0.22, -1.38, 0.51], [1.42, -0.03, 1.98], [-2.65, 3.15, -1.58], [0.88, -2.57, -0.49], [1.05, -0.10, -0.18], [0.68, -2.01, -0.25], [-0.56, 1.21, 1.83], [0.26, -0.41, -0.94], [-0.63, 0.83, -0.77], [0.32, 0.14, -0.19], [0.63, -0.98, 0.54], [-1.44, 1.68, -0.24], [-0.19, 0.45, -0.21]], "e_above_lowest_ev": 2.632, "e_homo_ev": -8.93, "homo_lumo_gap_ev": 9.592, "lumo_ev": 0.7, "smiles": "N/N=C/n1cncn1"}

# 9
{"formula": "C3H5N5O", "method": "wB97M-V/def2-TZVPD", "elements": ["H", "N", "C", "N", "N", "N", "N", "C", "C", "O", "H", "H", "H", "H"], "coordinates": [[-1.5327, 2.5806, -0.3832], [-0.7535, 1.9778, -0.0210], [-1.1015, 0.7365, -0.0335], [-2.2534, 0.1078, -0.5592], [-2.0547, -1.1368, -0.5871], [-0.8202, -1.4207, -0.1701], [-0.3696, -0.3032, 0.4530], [1.0187, -0.2956, 0.7120], [1.7931, 0.2718, -0.4537], [2.8471, -0.2760, -0.7689], [-0.6702, -2.1886, 0.4985], [1.3844, -1.3139, 0.7888], [1.2357, 0.2491, 1.5924], [1.2769, 1.0113, -1.0679]], "forces_ev_per_angstrom": [[0.95, -0.90, 0.39], [-1.27, -0.49, -0.16], [-0.01, 1.82, 0.05], [-0.31, -0.33, -0.35], [-0.92, -0.18, -0.34], [0.07, -1.27, 0.83], [0.62, 1.15, 0.40], [1.06, 0.22, -0.75], [1.71, -2.02, -0.85], [-1.45, 1.45, 0.36], [-0.87, -0.31, -0.97], [-0.03, -0.13, 0.40], [0.19, 0.57, 1.07], [0.27, 0.42, -0.07]], "e_above_lowest_ev": 2.565, "e_homo_ev": -9.01, "homo_lumo_gap_ev": 9.130, "lumo_ev": 0.1, "smiles": "[H]/N=c1\\nn[nH]n1CC=O"}

# 10
{"formula": "C3H5NO", "method": "wB97M-V/def2-TZVPD", "elements": ["C", "C", "C", "N", "O", "H", "H", "H", "H", "H"], "coordinates": [[-2.0374, 0.3975, 0.1944], [0.5870, 0.4724, -0.1990], [0.3513, -0.9322, 0.2747], [-0.2783, 0.2106, 0.8724], [-2.6144, -0.5079, -0.2006], [-2.0818, 1.4352, 0.2725], [1.4670, 1.1453, -0.0881], [0.0330, 0.7689, -1.1927], [-0.1347, -1.6110, -0.4749], [1.0911, -1.3409, 1.0215]], "forces_ev_per_angstrom": [[5.74, -0.91, 2.01], [-0.12, 1.56, -3.12], [1.48, -0.34, 0.16], [-5.01, 0.14, 0.09], [-1.38, -1.24, -0.67], [-0.93, 1.96, -0.05], [-0.46, -0.91, 0.34], [1.23, -0.76, 1.46], [0.21, 0.57, 1.12], [-0.76, -0.07, -1.34]], "e_above_lowest_ev": 3.512, "e_homo_ev": -8.90, "homo_lumo_gap_ev": 9.743, "lumo_ev": 0.8}

# 11
{"formula": "C3H5NO", "method": "wB97M-V/def2-TZVPD", "elements": ["O", "C", "N", "C", "C", "H", "H", "H", "H", "H"], "coordinates": [[-2.0378, -1.0121, -0.9245], [-1.0763, -0.9831, -0.2047], [-0.6427, 0.2297, 0.3805], [0.7124, 0.4546, 0.8697], [0.4110, 0.6307, -0.5618], [-0.4347, -1.8736, -0.0666], [0.7901, 1.3525, 1.4764], [1.3559, -0.3726, 1.1765], [0.8224, -0.1630, -1.1870], [0.2153, 1.5579, -1.0785]], "forces_ev_per_angstrom": [[0.30, -0.16, 0.50], [-0.45, -0.26, -0.08], [-0.30, -0.02, -0.39], [0.09, -0.03, 0.08], [0.45, 0.33, -0.38], [0.04, -0.03, 0.28], [-0.12, -0.28, 0.09], [-0.22, 0.07, -0.17], [-0.15, 0.15, -0.09], [0.35, 0.24, 0.17]], "e_above_lowest_ev": 1.879, "e_homo_ev": -10.11, "homo_lumo_gap_ev": 11.133, "lumo_ev": 1.0, "smiles": "O=CN1CC1"}

# 12
{"formula": "C3H5NO", "method": "wB97M-V/def2-TZVPD", "elements": ["C", "C", "C", "N", "O", "H", "H", "H", "H", "H"], "coordinates": [[1.8110, 0.3141, -0.0437], [0.6802, -0.4027, 0.0510], [-0.5606, 0.3760, -0.0414], [-1.7417, -0.3221, 0.0297], [-0.6252, 1.5849, 0.0134], [2.7450, -0.2342, -0.0557], [1.4609, 1.2617, 0.1519], [0.6077, -1.4797, 0.0990], [-1.7411, -1.2781, -0.1395], [-2.6362, 0.1802, -0.0647]], "forces_ev_per_angstrom": [[-1.36, -3.68, 0.69], [0.94, -0.30, -0.98], [-2.21, 0.22, 1.53], [-0.38, 1.34, -0.17], [0.69, 0.76, -0.43], [0.25, 0.88, 0.06], [1.01, 3.06, -0.28], [0.10, -0.16, -0.20], [-0.13, -1.78, -0.28], [1.09, -0.35, 0.05]], "e_above_lowest_ev": 0.757, "e_homo_ev": -10.03, "homo_lumo_gap_ev": 10.767, "lumo_ev": 0.7, "smiles": "C=CC(N)=O"}